89
Properties=species:S:1:pos:R:3:forces:R:3:mulliken_charge:R:1 method="wB97M-V/def2-TZVPD" orbital_gap_ev=7.3 e_above_lowest_ev=0.0000 molar_mass_g_mol=768.28 lumo_ev=0.25 homo_ev=-7.0
Sr 0.8413 1.3352 1.2917 -0.1 0.3 1.0 1.491
Br -1.1051 -0.5087 -0.3367 -0.1 -0.1 0.0 -0.119
Br -0.4049 3.4776 4.2759 0.0 0.0 0.0 -0.100
Si -1.7009 -1.7270 -2.2106 0.0 0.0 0.1 -0.401
F 5.2779 1.2934 6.3909 0.0 0.0 0.0 -0.363
N 2.7973 1.9036 -0.2493 0.0 -0.2 -0.1 0.349
N -0.7395 0.8649 3.5135 0.0 -0.2 -0.1 -0.388
C -2.8386 0.9008 -2.7126 0.0 -0.1 0.0 -2.179
C 0.4704 -0.5313 -3.5463 0.1 0.0 0.1 -1.104
C -0.7989 -0.4592 3.7004 0.0 0.0 0.0 0.133
C -2.6701 -4.3530 -2.5508 0.0 0.0 0.0 -1.804
C -0.5340 1.6198 4.5735 0.1 0.0 0.0 0.075
C 1.7678 2.3779 -1.1826 0.1 -0.2 -0.2 -1.349
C 4.3908 1.1966 5.3631 0.0 0.0 0.0 0.488
C -0.0352 -1.9385 -3.1310 0.0 0.0 -0.1 2.496
C -1.4074 -3.9634 -0.4339 0.0 0.1 0.0 -1.655
C -0.1760 6.0205 -0.1136 0.2 -0.2 -0.2 -0.639
C 3.2695 2.1641 3.5036 0.0 0.0 0.0 -0.276
C -0.3783 1.1189 5.8574 0.0 0.0 0.0 -0.407
C 0.3733 5.8577 -1.3872 -0.2 0.1 0.4 -0.557
C -0.6600 -2.5762 5.0495 0.0 0.0 0.0 -1.407
C 1.0467 -2.5893 -2.2506 0.0 0.0 0.0 -2.312
C 2.8243 -0.0716 4.1025 0.0 0.0 0.0 -0.746
C -0.4313 -0.2495 6.0231 0.0 0.0 0.0 -0.461
C 1.0089 4.6641 -1.6870 0.0 0.3 -0.3 -0.711
C -2.3995 -3.3324 -1.4277 -0.1 -0.1 -0.1 2.170
C 1.0942 3.6585 -0.7375 0.0 0.1 0.1 2.231
C -2.9471 -0.5759 -3.1352 0.0 0.0 -0.1 2.872
C 3.7282 0.0046 5.1618 0.0 0.0 0.0 -0.701
C -0.0698 4.9888 0.8230 0.0 0.3 -0.1 -0.895
C -0.1444 -2.8153 -4.3977 -0.1 0.0 0.0 -1.787
C 4.1810 2.2904 4.5521 0.0 0.0 0.0 -0.681
C 3.1850 0.5311 -0.5458 0.1 0.0 -0.4 -0.831
C -0.6454 -1.0805 4.9261 0.0 0.0 0.0 0.480
C 2.5453 0.9916 3.2267 0.1 -0.2 -0.1 -0.130
C -4.4121 -0.9769 -2.8971 0.1 0.0 0.0 -2.007
C -2.7058 -0.6518 -4.6556 0.0 -0.1 0.0 -1.850
C -3.7074 -3.1236 -0.6415 0.1 0.1 0.0 -2.054
C 3.9294 2.8121 -0.1568 0.0 0.0 0.0 -1.385
C 0.5707 3.7744 0.5706 0.0 -0.2 -0.4 -0.617
H 1.0267 1.5578 -1.2805 0.1 0.1 -0.1 -0.011
H -3.6394 -2.2871 0.0582 0.0 0.0 0.0 0.275
H 2.0105 -2.4830 -2.7568 0.0 0.0 0.0 0.554
H -0.2017 1.7880 6.6859 0.0 0.0 0.0 0.424
H -3.5074 1.4792 -3.3551 0.0 0.0 0.0 0.527
H 4.5974 2.4776 0.6358 0.0 0.0 0.0 0.378
H -4.6908 -0.9269 -1.8443 0.0 0.0 -0.1 0.400
H -1.1913 -2.8936 5.9466 0.0 0.0 0.0 0.391
H -4.6378 -1.9756 -3.2739 0.0 0.0 0.0 0.345
H 2.3193 -1.0295 3.9719 0.0 0.0 0.0 0.275
H -3.2224 -5.2031 -2.1400 0.0 0.0 0.0 0.520
H 0.8491 -2.8831 -4.8508 0.0 0.0 0.0 0.551
H -3.2731 -3.9377 -3.3638 0.0 0.0 0.0 0.296
H 4.7184 3.2113 4.7439 0.0 0.0 0.0 0.435
H -1.1404 -3.0389 4.1877 0.0 0.0 0.0 0.363
H 1.1316 -2.1164 -1.2684 0.0 -0.1 -0.1 0.371
H -0.4647 -3.8324 -4.1726 0.0 0.1 0.0 0.285
H -4.5695 -2.9697 -1.2841 0.0 0.0 0.0 0.383
H 0.9122 -0.5711 -4.5442 0.1 0.0 0.0 0.403
H -1.3254 -3.3627 0.4732 0.0 0.0 0.0 0.143
H -0.8145 -2.4073 -5.1515 0.0 0.0 0.0 0.367
H 4.1388 0.2859 -0.0864 0.0 0.0 0.2 0.405
H -3.4533 -0.0315 -5.1577 0.0 0.0 0.0 0.548
H -1.7938 -4.9464 -0.1503 0.0 0.0 0.0 0.559
H 2.4450 -0.1906 -0.1624 0.0 0.0 -0.1 0.153
H -1.7447 -4.7434 -2.9767 -0.1 0.0 0.0 0.357
H 3.9252 -0.8351 5.8182 0.0 0.0 0.0 0.425
H -1.7230 -0.2750 -4.9433 -0.1 -0.1 0.0 0.358
H 2.1908 2.4912 -2.1939 0.0 0.0 0.0 0.451
H 3.5658 3.8070 0.0950 0.0 0.0 0.0 0.403
H 3.2696 0.3452 -1.6299 0.1 0.0 0.1 0.297
H 3.1168 3.0512 2.8867 0.0 0.0 0.0 0.367
H -0.6816 6.9434 0.1473 0.0 0.0 0.0 0.383
H -3.1578 1.0468 -1.6810 0.0 0.0 0.0 0.488
H -0.9725 -1.0582 2.8095 0.0 0.0 0.0 0.184
H -5.0485 -0.2726 -3.4400 0.0 0.0 0.0 0.566
H 4.4837 2.8671 -1.1049 0.0 0.0 0.0 0.257
H -0.4067 -4.1064 -0.8376 -0.2 0.0 0.1 0.271
H 0.3587 -2.9642 5.1134 0.0 0.0 0.0 0.286
H -0.2985 0.2387 -3.5681 0.0 0.0 0.0 0.116
H 0.8744 -3.6581 -2.1125 0.1 0.1 -0.1 0.414
H 1.2402 -0.1834 -2.8572 0.0 0.0 0.0 -0.278
H -3.8980 -4.0267 -0.0549 0.0 0.0 0.0 0.587
H 0.3097 6.6411 -2.1318 0.0 0.0 0.0 0.384
H -0.2946 -0.6775 7.0091 0.0 0.0 0.0 0.432
H 1.4468 4.5222 -2.6744 0.0 0.0 0.1 0.323
H -0.5140 5.1536 1.8022 0.0 0.1 0.0 0.091
H -2.8162 -1.6684 -5.0430 0.0 0.0 0.0 0.349
H -1.8393 1.3255 -2.8112 0.0 0.0 0.0 0.281